1.
Density functional theory data (ωB97M-V/def2-TZVPD) for a 2-piece molecular cluster, C3H7N2OS overall.

Output
Frontier orbital gap   9.658 eV
Net charge   +1
LUMO   -0.1372 Eh

```
14
C3H7N2OS ωB97M-V/def2-TZVPD
C 1.58 -1.73 1.02
C -0.39 0.89 -0.68
C 1.31 -0.65 1.44
N -0.72 -0.09 -1.44
N -1.25 1.71 -0.08
O 0.77 0.46 1.95
S 0.43 -1.22 -2.14
H -1.65 -0.20 -1.68
H 1.78 -2.68 0.68
H 0.63 1.03 -0.29
H -0.99 2.33 0.61
H -2.20 1.79 -0.44
H 1.09 0.60 2.77
H -0.39 -2.23 -1.72
```

2.
Density functional theory data (ωB97M-V/def2-TZVPD) for a 2-piece molecular cluster, C3H7N2OS overall.

Output
Frontier orbital gap   9.956 eV
Net charge   +1
LUMO   -0.1225 Eh

```
14
C3H7N2OS ωB97M-V/def2-TZVPD
C -0.63 1.88 -2.59
C 0.64 -0.63 1.88
C -0.79 0.76 -2.18
N 0.41 0.10 0.82
N 0.25 -1.88 2.02
O -0.87 -0.44 -1.65
S 0.91 1.76 0.69
H -0.11 -0.27 0.03
H -0.55 2.84 -2.99
H 1.20 -0.17 2.69
H 0.47 -2.38 2.87
H -0.26 -2.37 1.30
H -1.22 -1.07 -2.29
H 0.56 1.86 -0.60
```

3.
Density functional theory data (ωB97M-V/def2-TZVPD) for an isolated ion of composition C3H7N2OS and charge +1.

Output
Frontier orbital gap   9.828 eV
Net charge   +1
LUMO   -0.1664 Eh
SMILES   CSC(=O)C(N)=[NH2+]

```
14
C3H7N2OS ωB97M-V/def2-TZVPD
C 1.43 0.20 -0.10
C -0.13 -0.39 0.11
C -2.78 -0.19 -0.14
N 2.25 -0.78 0.23
N 1.60 1.48 -0.34
O -0.19 -1.48 0.61
S -1.24 0.66 -0.59
H -2.62 -1.21 0.05
H -3.53 0.08 -0.87
H -3.01 0.26 0.75
H 1.68 -1.57 0.68
H 3.29 -1.06 0.10
H 0.85 2.14 -0.54
H 2.40 1.87 0.04
```

4.
Density functional theory data (ωB97M-V/def2-TZVPD) for a 2-piece molecular cluster, C3H7N2OS overall.

Output
Frontier orbital gap   9.817 eV
Net charge   +1
LUMO   -0.1430 Eh

```
14
C3H7N2OS ωB97M-V/def2-TZVPD
C -2.37 0.14 1.91
C 0.66 0.01 -0.56
C 1.46 -0.69 0.43
N 1.12 0.12 -1.83
N -0.32 0.73 -0.03
O -3.06 -0.59 2.39
S -1.68 1.42 -0.73
H -2.57 0.85 0.12
H 2.08 -0.11 1.03
H 0.70 -1.17 1.06
H 2.00 -1.56 0.09
H 1.88 -0.40 -2.26
H 0.74 0.70 -2.53
H -0.66 0.53 0.93
```

Least stable structure: 1

1.
Density functional theory data (ωB97M-V/def2-TZVPD) for a 2-piece molecular cluster, C7H8O4 overall.

Output
Frontier orbital gap   9.299 eV
Net charge   0
LUMO   -0.0117 Eh

```
19
C7H8O4 ωB97M-V/def2-TZVPD
C 0.60 1.39 -0.58
C 0.96 -0.01 0.10
C 0.57 -1.28 -0.77
C -0.91 -1.06 -1.20
C -1.58 -0.93 0.34
C -0.98 -0.54 1.46
C 0.51 -0.13 1.49
H -0.64 2.57 0.56
H 0.69 1.39 -1.84
H 1.56 2.05 -0.54
H 0.65 -2.26 -0.10
H -2.73 -1.03 0.36
H -1.21 -0.52 2.70
H 1.05 -0.97 1.82
H 0.04 1.27 2.99
O -0.59 2.18 -0.36
O 1.80 -0.70 -0.94
O -1.52 -0.89 -2.18
O 1.00 1.02 2.10
```

2.
Density functional theory data (ωB97M-V/def2-TZVPD) for a single C7H8O4 molecule.

Output
Frontier orbital gap   9.038 eV
Net charge   0
LUMO   -0.0247 Eh
SMILES   CC(=O)C1=C(O)C(=O)O[C@@H]1C

```
19
C7H8O4 ωB97M-V/def2-TZVPD
C -1.09 -0.89 0.18
C 0.09 -0.06 0.27
C -2.26 0.03 0.16
C 1.50 -0.49 0.49
C -0.42 1.38 0.43
C 1.76 -1.84 -0.06
C 0.14 2.25 -0.59
O -3.44 -0.26 0.10
O 2.36 0.29 0.78
O -1.86 1.30 0.40
O -1.08 -2.19 -0.05
H -0.20 1.77 1.41
H 2.35 -2.44 0.73
H 2.61 -1.69 -0.89
H 0.86 -2.35 -0.46
H -0.16 2.02 -1.54
H 1.13 2.52 -0.56
H -0.38 3.23 -0.56
H -1.91 -2.57 -0.24
```

Least stable structure: 1

1.
Density functional theory data (ωB97M-V/def2-TZVPD) for a 2-piece molecular cluster, O5S2 overall.

Output
Frontier orbital gap (alpha / beta)   6.521 / 5.407 eV
Net charge   -2
LUMO (alpha / beta)   0.2259 / 0.2277 Eh

```
7
O5S2 ωB97M-V/def2-TZVPD
O 1.22 -1.33 -0.91
O 1.03 -0.52 1.40
O -2.13 -1.22 -0.22
O -2.05 1.20 0.21
O 2.17 1.67 -0.69
S -1.53 0.08 -0.63
S 0.85 -0.20 -0.03
```

2.
Density functional theory data (ωB97M-V/def2-TZVPD) for a 2-piece molecular cluster, O5S2 overall.

Output
Frontier orbital gap (alpha / beta)   7.639 / 4.499 eV
Net charge   -2
LUMO (alpha / beta)   0.2392 / 0.2212 Eh

```
7
O5S2 ωB97M-V/def2-TZVPD
O -1.90 -1.98 0.40
O 0.53 -2.37 0.55
O 0.15 3.25 1.15
O 1.87 2.41 -0.38
O -0.54 -1.98 -1.63
S 0.46 2.28 0.11
S -0.57 -1.63 -0.20
```

Least stable structure: 1

1.
Density functional theory data (ωB97M-V/def2-TZVPD) for a single C4H4OS molecule.

Output
Frontier orbital gap   9.359 eV
Net charge   0
LUMO   -0.0008 Eh
SMILES   C/C=C1\OC1=S

```
10
C4H4OS ωB97M-V/def2-TZVPD
C -2.31 0.03 0.23
C 0.49 -0.47 -0.58
C -0.85 -0.22 -0.14
C 1.65 0.28 0.06
O -1.36 0.74 0.87
S -3.83 -0.29 0.07
H 0.48 -1.32 -1.29
H 2.69 0.06 -0.27
H 1.48 1.28 -0.13
H 1.56 -0.09 1.17
```

2.
Density functional theory data (ωB97M-V/def2-TZVPD) for a single C4H4OS molecule.

Output
Frontier orbital gap   8.812 eV
Net charge   0
LUMO   -0.0105 Eh
SMILES   C#CCOC=S

```
10
C4H4OS ωB97M-V/def2-TZVPD
C 1.10 1.06 -1.60
C -0.11 0.17 0.38
C -0.35 -1.17 0.89
C -1.14 -1.90 1.85
H 1.76 0.71 -2.51
H 0.09 0.86 1.19
H -1.03 0.58 -0.42
H -1.49 -2.82 2.16
O 0.92 0.01 -0.65
S 0.26 2.50 -1.29
```

3.
Density functional theory data (ωB97M-V/def2-TZVPD) for C4H4OS as an isolated structure.

Output
Frontier orbital gap   7.524 eV
Net charge   0
LUMO   -0.0641 Eh

```
10
C4H4OS ωB97M-V/def2-TZVPD
C 0.56 0.96 1.71
C 0.56 0.18 0.34
C -0.65 -0.05 -0.53
C -0.49 -0.91 -1.76
H 1.11 -0.04 2.41
H 1.48 -0.60 0.26
H -1.71 0.30 -0.10
H -1.28 -0.76 -2.46
O 0.52 -1.61 -1.89
S -0.10 2.52 2.02
```

4.
Density functional theory data (ωB97M-V/def2-TZVPD) for a single C4H4OS molecule.

Output
Frontier orbital gap   7.871 eV
Net charge   0
LUMO   -0.0436 Eh
SMILES   C=C(C=O)C=S

```
10
C4H4OS ωB97M-V/def2-TZVPD
C -1.23 -0.24 -0.64
C -0.05 -0.01 -0.03
C 0.75 -1.14 0.46
C 0.40 1.40 0.13
H -1.59 -1.29 -0.78
H -1.84 0.59 -0.97
H 0.29 -2.13 0.27
H 1.36 1.53 0.62
O -0.26 2.34 -0.27
S 2.18 -1.05 1.22
```

Least stable structure: 2

1.
Density functional theory data (ωB97M-V/def2-TZVPD) for a single C9H10O2 molecule.

Output
Frontier orbital gap   8.234 eV
Net charge   0
LUMO   -0.0041 Eh
SMILES   COC1=C=C=CC[C@H]1C(C)=O

```
21
C9H10O2 ωB97M-V/def2-TZVPD
C -0.89 1.72 1.74
C -0.11 1.63 0.74
C -1.24 0.72 2.52
C 0.54 0.63 0.21
C -1.06 -0.92 -0.77
C -1.04 -0.72 1.77
C -0.11 -0.78 0.54
C -0.52 -1.62 -1.95
C 2.27 1.68 -1.16
O -2.18 -0.45 -0.71
O 1.57 0.52 -0.93
H -1.79 0.92 3.45
H -0.77 -1.38 2.69
H -2.03 -1.05 1.44
H 0.80 -1.50 0.60
H 0.63 -1.92 -1.89
H -0.64 -1.10 -2.85
H -1.03 -2.54 -2.05
H 2.89 2.03 -0.28
H 1.70 2.64 -1.17
H 3.01 1.51 -1.93
```

2.
Density functional theory data (ωB97M-V/def2-TZVPD) for a 2-piece molecular cluster, C9H10O2 overall.

Output
Frontier orbital gap   9.209 eV
Net charge   0
LUMO   -0.0208 Eh
SMILES   C#CC(=O)C#C.CC1(C)CO1

```
21
C9H10O2 ωB97M-V/def2-TZVPD
C -2.38 -0.32 -0.36
C -3.78 -0.21 0.00
C -4.95 -0.20 0.24
C -1.74 0.99 -0.51
C -1.22 2.06 -0.73
C 2.99 0.39 0.34
C 1.62 -0.23 0.02
C 0.73 -0.30 1.22
C 1.53 -1.19 -1.09
H -6.01 -0.18 0.46
H -0.73 3.00 -0.89
H 3.46 -0.04 1.24
H 2.83 1.46 0.52
H 3.69 0.27 -0.48
H 0.80 0.67 1.74
H -0.33 -0.52 1.02
H 1.15 -1.07 1.90
H 0.73 -1.94 -1.08
H 2.39 -1.42 -1.73
O -1.81 -1.37 -0.60
O 1.05 0.15 -1.23
```

Least stable structure: 1

1.
Density functional theory data (ωB97M-V/def2-TZVPD) for an isolated ion of composition C8H13N4 and charge +1.

Output
Frontier orbital gap   9.276 eV
Net charge   +1
LUMO   -0.1502 Eh
SMILES   CC[N+]1(CC)C=Nc2cncn21

```
25
C8H13N4 ωB97M-V/def2-TZVPD
C -1.98 -0.33 2.54
C -2.50 -0.12 0.48
C -0.81 -0.05 1.98
C 1.09 -0.44 1.03
C 1.55 -1.58 -1.98
C 0.46 2.36 0.18
C 0.23 -1.32 -1.11
C 0.44 1.23 -0.85
N -2.96 -0.36 1.66
N 0.53 -0.29 2.11
N -1.12 -0.03 0.58
N 0.19 -0.13 -0.25
H -2.18 -0.35 3.56
H -3.07 -0.45 -0.41
H 2.13 -0.63 0.91
H 1.41 -1.77 -3.00
H 2.32 -0.67 -1.92
H 2.10 -2.45 -1.53
H 1.45 2.52 0.68
H 0.38 3.36 -0.37
H -0.20 2.20 1.00
H 0.13 -2.24 -0.53
H -0.66 -1.21 -1.83
H 1.46 1.41 -1.34
H -0.43 1.34 -1.61
```

2.
Density functional theory data (ωB97M-V/def2-TZVPD) for an isolated ion of composition C8H13N4 and charge +1.

Output
Frontier orbital gap   8.329 eV
Net charge   +1
LUMO   -0.1587 Eh
SMILES   C=NC/[N+](=C\C)c1cn(C)cn1

```
25
C8H13N4 ωB97M-V/def2-TZVPD
C 0.49 -0.01 2.62
C 0.42 0.23 0.50
C 1.42 -0.69 0.72
C -1.49 0.76 -0.69
C 0.54 1.22 -1.73
C -0.01 1.69 -3.01
C 2.30 -1.74 2.77
C -3.04 -1.04 -0.89
N -0.19 0.60 1.69
N -0.10 0.80 -0.67
N 1.38 -0.89 2.08
N -1.99 -0.59 -0.35
H 0.14 0.05 3.70
H -1.85 1.37 0.09
H -2.13 1.25 -1.56
H 1.62 1.21 -1.90
H 0.33 2.72 -3.37
H 0.25 0.91 -3.81
H -1.06 1.64 -2.90
H 2.97 -1.10 3.29
H 1.74 -2.54 3.37
H 2.90 -2.45 2.02
H -3.38 -2.02 -0.65
H -3.57 -0.37 -1.53
H 2.31 -1.01 0.20
```

Least stable structure: 1

1.
Density functional theory data (ωB97M-V/def2-TZVPD) for a 4-piece molecular cluster, C4H16O4 overall.

Output
Frontier orbital gap   10.489 eV
Net charge   0
LUMO   0.0217 Eh
SMILES   CO.CO.CO.CO

```
24
C4H16O4 ωB97M-V/def2-TZVPD
C 0.69 -1.70 2.15
O -0.51 -2.25 1.59
H 1.13 -2.35 2.91
H 1.39 -1.49 1.35
H 0.44 -0.78 2.69
H -0.97 -2.66 2.32
C 2.35 1.63 -4.21
O 2.72 2.09 -2.90
H 1.46 2.13 -4.58
H 3.15 1.88 -4.93
H 2.29 0.54 -4.19
H 3.58 1.71 -2.74
C -3.24 -0.47 2.33
O -2.66 -0.32 3.64
H -3.81 -1.40 2.25
H -3.96 0.32 2.12
H -2.42 -0.41 1.61
H -2.26 -1.17 3.84
C 0.00 0.56 -0.58
O -0.18 1.52 -1.63
H 0.87 0.83 0.04
H -0.89 0.58 0.03
H 0.17 -0.42 -1.03
H 0.66 1.61 -2.09
```

2.
Density functional theory data (ωB97M-V/def2-TZVPD) for a 5-piece molecular cluster, C4H16O4 overall.

Output
Frontier orbital gap   9.679 eV
Net charge   0
LUMO   0.0212 Eh
SMILES   C/C=C/C.O.O.O.O

```
24
C4H16O4 ωB97M-V/def2-TZVPD
C 1.93 1.00 -2.53
C 2.99 1.00 -1.74
C 4.26 0.26 -2.07
C 0.62 1.68 -2.11
H 1.81 0.51 -3.49
H 2.88 1.62 -0.86
H 4.89 0.82 -2.76
H 4.84 0.12 -1.16
H 4.05 -0.76 -2.38
H 0.77 2.71 -1.79
H 0.12 1.10 -1.35
H -0.02 1.64 -2.99
H -1.75 -3.11 2.23
H -2.94 -3.98 2.33
O -2.59 -3.16 2.69
H -3.18 -1.55 -0.48
H -2.99 -2.14 -1.90
O -3.62 -1.72 -1.32
H -2.28 -0.67 1.87
H -2.07 0.79 1.42
O -2.11 -0.11 1.10
H -1.68 0.70 6.21
H -2.20 2.02 5.64
O -1.76 1.24 5.42
```

3.
Density functional theory data (ωB97M-V/def2-TZVPD) for a 4-piece molecular cluster, C4H16O4 overall.

Output
Frontier orbital gap   11.016 eV
Net charge   0
LUMO   0.0222 Eh
SMILES   CCCCO.O.O.O

```
24
C4H16O4 ωB97M-V/def2-TZVPD
C -1.94 1.71 -1.55
O -2.41 0.37 -1.39
C -0.40 1.69 -1.50
C 0.34 2.83 -2.22
C 1.55 2.49 -3.10
H -2.20 2.10 -2.54
H -2.33 2.29 -0.67
H -3.14 0.30 -2.02
H -0.01 0.72 -1.84
H -0.20 1.86 -0.43
H 0.86 3.46 -1.48
H -0.36 3.51 -2.70
H 2.32 2.05 -2.47
H 2.09 3.31 -3.56
H 1.24 1.71 -3.80
H 1.58 -4.57 1.55
H 3.01 -4.76 1.97
O 2.48 -4.35 1.27
H 0.60 -2.90 6.90
H 1.43 -3.83 6.13
O 0.50 -3.65 6.29
H -1.83 -2.72 2.01
H -1.48 -1.41 2.32
O -1.70 -2.20 2.83
```

4.
Density functional theory data (ωB97M-V/def2-TZVPD) for a 5-piece molecular cluster, C4H16O4 overall.

Output
Frontier orbital gap   9.422 eV
Net charge   0
LUMO   0.0104 Eh
SMILES   C=C(C)C.O.O.O.O

```
24
C4H16O4 ωB97M-V/def2-TZVPD
C -0.99 -1.96 2.67
C -1.18 -1.89 4.16
C -1.03 -2.95 4.95
C -1.33 -0.50 4.71
H -0.34 -2.77 2.31
H -0.54 -1.07 2.24
H -1.98 -2.22 2.28
H -1.20 -2.84 6.02
H -0.56 -3.85 4.57
H -0.44 0.08 4.53
H -1.58 -0.45 5.77
H -2.18 -0.03 4.21
H 2.05 -0.88 -7.00
H 0.91 -0.22 -7.67
O 1.10 -0.99 -7.13
H -1.23 4.24 -4.19
H -1.49 2.86 -4.78
O -1.85 3.75 -4.75
H 1.13 2.32 -5.76
H 1.47 0.97 -5.28
O 1.30 1.44 -6.10
H 3.48 1.69 0.99
H 3.56 2.91 1.88
O 2.93 2.37 1.38
```

Least stable structure: 1

1.
Density functional theory data (ωB97M-V/def2-TZVPD) for a 2-piece molecular cluster, C6H11N4O2 overall.

Output
Frontier orbital gap   9.392 eV
Net charge   +1
LUMO   -0.1182 Eh

```
23
C6H11N4O2 ωB97M-V/def2-TZVPD
C -2.52 1.10 0.44
C -3.43 0.10 0.03
C 1.91 -1.53 0.22
C 2.91 -0.68 0.95
C 2.61 1.17 -0.48
C 1.29 0.53 -0.83
N -1.43 -0.64 -0.22
N -1.31 0.55 0.21
N 1.10 -0.68 -0.64
N -4.73 0.22 -0.23
O -2.75 -0.95 -0.36
O 3.46 0.23 0.05
H -2.51 2.19 0.76
H 2.51 -2.06 -0.50
H 1.11 -2.14 0.63
H 2.62 0.02 1.80
H 3.65 -1.35 1.33
H 2.99 1.76 -1.29
H 2.23 1.87 0.31
H 0.73 1.06 -1.52
H 0.13 -1.08 -0.85
H -5.19 0.86 0.47
H -5.39 -0.55 -0.30
```

2.
Density functional theory data (ωB97M-V/def2-TZVPD) for an isolated ion of composition C6H11N4O2 and charge +1.

Output
Frontier orbital gap (alpha / beta)   8.757 / 8.758 eV
Net charge   +1
LUMO (alpha / beta)   -0.1609 / -0.1609 Eh
SMILES   O=N/N=C1/C[N@H+]1N1CCOCC1

```
23
C6H11N4O2 ωB97M-V/def2-TZVPD
C 2.23 -1.25 -0.54
C -0.91 -0.38 1.00
C -0.68 0.40 -1.29
C -1.56 1.04 1.24
C -1.55 1.74 -1.02
C 1.43 -2.28 0.19
N 2.74 -0.28 0.14
N 2.81 0.73 0.66
N 0.76 -1.28 -0.60
N -0.04 -0.18 -0.12
O 3.14 1.75 1.11
O -2.34 1.43 0.13
H -0.33 -0.49 1.85
H -1.66 -1.16 0.78
H -1.26 -0.34 -1.74
H 0.11 0.99 -1.92
H -2.25 0.96 2.02
H -0.73 1.68 1.34
H -0.86 2.47 -0.77
H -2.26 1.70 -1.96
H 1.39 -3.39 -0.18
H 1.45 -2.24 1.23
H 0.37 -1.64 -1.54
```

Least stable structure: 2